A gas-phase ion, C5H8NO (charge +1) in a non-equilibrium geometry, computed with wB97M-V/def2-TZVPD.

Output
HOMO (spin up / spin down), Eh: -0.3942 / -0.5708
E_LUMO (spin up / spin down), eV: -4.6 / -8.2
Charge: +1
2S+1: 3
Expectation value of S²: 2.01
Kohn-Sham gap (spin up / spin down), eV: 6.081 / 7.332
Largest force on an atom, Eh/bohr: 0.1031
Energy relative to the best compared isomer or geometry (same formula, charge and spin), kcal per mole: 57.9

Element x y z (Å)
H 1.35 -2.35 -1.55
C 0.18 -0.58 0.20
H -0.89 1.45 -0.07
H 0.95 -1.18 0.54
C 0.07 -0.60 -1.20
O 0.00 0.50 3.82
H 1.55 -1.00 -2.66
C -0.15 0.49 2.70
C 0.74 -1.53 -2.04
N -0.32 0.41 1.43
H -0.26 2.46 1.26
H -0.52 0.27 -1.63
C -0.86 1.67 0.88
H -1.88 1.78 1.21
H 0.02 -1.78 -2.87

---

A gas-phase ion, C5H8NO2 (charge -1) in a non-equilibrium geometry, computed with wB97M-V/def2-TZVPD.

Output
HOMO, Eh: -0.1412
E_LUMO, eV: 3.7
Charge: -1
Kohn-Sham gap, eV: 7.570
Largest force on an atom, Eh/bohr: 0.0749
Energy relative to the best compared isomer or geometry (same formula, charge and spin), kcal per mole: 53.4
SMILES: C=NCCCC(=O)[O-]

Element x y z (Å)
O -1.18 0.06 -1.85
H -0.04 2.78 3.21
C 0.99 -0.56 -1.20
O -0.76 -2.06 -1.66
N 0.00 0.82 2.51
H 1.93 0.46 0.48
H 0.19 2.67 1.37
H 1.47 -0.11 -2.04
H 0.02 -1.06 1.83
C 0.18 2.09 2.35
H -0.89 0.06 0.93
C -0.49 -0.88 -1.56
H 0.70 1.36 -0.33
C 0.11 -0.07 1.34
H 1.82 -1.24 -0.85
C 0.93 0.30 0.05

---

A gas-phase ion, C5H8NO2 (charge -1) in a non-equilibrium geometry, computed with wB97M-V/def2-TZVPD.

Output
HOMO, Eh: -0.0511
E_LUMO, eV: 3.9
Charge: -1
Kohn-Sham gap, eV: 5.306
Largest force on an atom, Eh/bohr: 0.0949
Energy relative to the best compared isomer or geometry (same formula, charge and spin), kcal per mole: 137.3
SMILES: [O-]N1CCC[C@H]2O[C@H]21

Element x y z (Å)
C 0.49 0.40 -1.28
H -1.11 1.85 -0.87
N 0.30 -1.70 0.13
H 1.51 -0.15 0.57
H 1.34 0.88 -1.84
H -1.38 1.32 1.43
O -2.07 -0.47 0.35
C -0.36 1.35 -0.39
C 1.25 -0.64 -0.34
O 0.96 -2.41 1.08
H 0.37 2.07 0.17
H 2.17 -1.11 -0.79
H -1.08 -1.21 2.03
H -0.31 0.07 -2.00
C -0.96 -0.83 1.03
C -1.12 0.57 0.71

---

A molecular structure, C5H8NO2S in a non-equilibrium geometry, computed with wB97M-V/def2-TZVPD.

Output
HOMO (spin up / spin down), Eh: -0.4690 / -0.4672
E_LUMO (spin up / spin down), eV: -5.4 / -5.5
Charge: +1
Kohn-Sham gap (spin up / spin down), eV: 7.370 / 7.198
Largest force on an atom, Eh/bohr: 0.1472
Energy relative to the best compared isomer or geometry (same formula, charge and spin), kcal per mole: 178.1

Element x y z (Å)
H -0.46 -1.26 2.07
H -0.55 2.43 -1.61
C -0.39 1.78 -0.70
N 1.15 -1.52 0.43
H 1.58 1.05 -0.80
H -0.16 2.48 0.09
C 0.82 -0.15 0.50
C 0.03 -1.26 1.10
S -1.57 -0.89 -0.66
O -1.55 0.67 1.03
H 2.05 -1.85 0.92
H 1.13 -1.90 -0.46
H 1.33 0.51 1.33
C -1.64 0.97 -0.22
C 0.60 0.62 -0.78
H 0.41 0.05 -1.64
O -2.79 -1.72 -0.60

---

A gas-phase ion, C5H8NO3 (charge -1) in a non-equilibrium geometry, computed with wB97M-V/def2-TZVPD.

Output
HOMO, Eh: -0.1616
E_LUMO, eV: 3.8
Charge: -1
Kohn-Sham gap, eV: 8.204
Largest force on an atom, Eh/bohr: 0.0860
Energy relative to the best compared isomer or geometry (same formula, charge and spin), kcal per mole: 55.6
SMILES: CC(C)=C(ON)C(=O)[O-]

Element x y z (Å)
H 1.37 1.55 0.12
O -0.54 -0.85 1.87
N -1.12 -1.98 2.49
O -3.11 -1.30 0.89
C 1.41 0.40 0.19
H 2.06 0.11 -0.61
C 0.04 0.02 -0.37
H -0.42 -0.33 -2.30
O -2.76 -0.45 -1.18
H -0.77 1.22 -1.74
C -0.94 -0.50 0.32
C -0.05 0.46 -1.74
H -0.76 -2.86 2.33
C -2.41 -0.79 -0.02
H 1.39 -0.13 1.14
H 0.92 0.80 -2.25
H -2.07 -1.91 2.16

---

A gas-phase ion, C5H8NO4P (charge -2) in a non-equilibrium geometry, computed with wB97M-V/def2-TZVPD.

Output
HOMO (spin up / spin down), Eh: 0.0089 / 0.0087
E_LUMO (spin up / spin down), eV: 6.5 / 6.5
Charge: -2
Kohn-Sham gap (spin up / spin down), eV: 6.296 / 6.299
Largest force on an atom, Eh/bohr: 0.0834
Energy relative to the best compared isomer or geometry (same formula, charge and spin), kcal per mole: 90.9

Element x y z (Å)
H -1.13 -1.94 -1.70
O -2.14 1.53 -0.86
H 0.87 1.32 1.89
N 0.41 -1.24 0.61
C -0.51 -0.94 -1.74
C -0.35 -0.50 -0.34
H 1.53 1.43 -1.10
P -2.05 0.37 0.09
C 1.53 0.87 1.10
C 1.44 -0.57 1.16
O -2.01 0.68 1.56
H -1.22 -0.15 -2.20
C 1.05 1.41 -0.15
H 2.62 1.24 1.40
H 0.13 1.94 -0.13
O -2.81 -0.84 -0.29
H 0.43 -1.06 -2.24
H 1.91 -1.08 2.13
O 0.29 -2.49 0.82

---

2 unconnected molecules or ions with the total composition C5H8NOS in a non-equilibrium geometry, computed with wB97M-V/def2-TZVPD.

Output
HOMO, Eh: -0.5079
E_LUMO, eV: -5.4
Charge: +1
Kohn-Sham gap, eV: 8.415
Largest force on an atom, Eh/bohr: 0.1307
Energy relative to the best compared isomer or geometry (same formula, charge and spin), kcal per mole: 40.5

Element x y z (Å)
H 0.41 1.40 -1.34
C -1.23 -0.93 -0.36
H -0.68 -0.77 -2.16
H 1.75 -2.62 -0.57
H -1.51 -0.04 2.24
C 0.08 1.24 -0.38
C -1.09 0.59 1.54
H 1.59 -1.39 0.67
H 2.30 -1.05 -0.73
N 1.57 -1.57 -0.44
S -0.50 2.16 2.02
H -1.73 -1.59 0.28
O -1.17 -1.34 -1.55
H 0.63 3.33 0.09
C 0.20 2.36 0.45
C -0.65 0.22 0.24

---

A gas-phase ion, C5H8NOS (charge +1) in a non-equilibrium geometry, computed with wB97M-V/def2-TZVPD.

Output
HOMO, Eh: -0.5461
E_LUMO, eV: -4.4
Charge: +1
Kohn-Sham gap, eV: 10.446
Largest force on an atom, Eh/bohr: 0.0630
Energy relative to the best compared isomer or geometry (same formula, charge and spin), kcal per mole: 40.7

Element x y z (Å)
S -3.03 -0.08 -0.37
O 1.64 -0.19 0.61
C 0.68 -1.16 0.25
H 2.95 0.39 -1.01
C -1.67 -1.00 -0.61
H -2.62 1.98 0.63
N -0.69 -0.53 0.11
H 2.61 1.54 0.19
C 2.08 0.70 -0.37
H 0.92 -1.75 -0.64
H 0.62 -2.05 1.03
H -0.08 1.18 1.15
C -2.15 1.13 0.37
C -0.91 0.70 0.70
H 1.12 1.12 -0.84
H -1.49 -1.98 -1.20

---

A molecular structure, C5H8NS in a non-equilibrium geometry, computed with wB97M-V/def2-TZVPD.

Output
HOMO (spin up / spin down), Eh: -0.4070 / -0.5378
E_LUMO (spin up / spin down), eV: -5.1 / -6.2
Charge: +1
2S+1: 3
Expectation value of S²: 2.03
Kohn-Sham gap (spin up / spin down), eV: 5.985 / 8.479
Largest force on an atom, Eh/bohr: 0.1206
Energy relative to the best compared isomer or geometry (same formula, charge and spin), kcal per mole: 59.7

Element x y z (Å)
C -2.58 -0.09 -0.45
H 3.28 0.36 -0.62
C 1.40 0.09 0.15
H -3.39 -0.77 -0.18
H 2.20 1.90 -0.68
C -0.69 -1.49 0.50
H 3.17 1.30 0.67
C -0.47 0.81 0.10
H -0.60 1.82 -0.20
H -1.16 -2.30 -0.18
C 2.57 0.95 -0.14
N -1.29 -0.25 -0.07
S 1.15 -1.56 0.30
H -0.78 -1.67 1.59
H -2.82 0.90 -0.79

---

A single C5H8O molecule in a non-equilibrium geometry, computed with wB97M-V/def2-TZVPD.

Output
HOMO, Eh: -0.3649
E_LUMO, eV: 1.2
Kohn-Sham gap, eV: 11.147
Largest force on an atom, Eh/bohr: 0.0494
Energy relative to the best compared isomer or geometry (same formula, charge and spin), kcal per mole: 70.5
SMILES: C1CC1[C@H]1CO1

Element x y z (Å)
H 2.14 1.49 0.45
C -1.01 -1.79 0.81
H -0.73 -1.15 -1.17
H 0.02 2.54 -0.44
H 2.10 0.26 -0.89
C 1.53 0.90 -0.24
C 0.17 0.43 0.25
H -0.03 1.26 -1.76
C -0.48 -0.86 -0.17
H -1.02 -1.43 1.84
O -1.97 -1.06 0.09
H -0.06 0.73 1.28
H -0.93 -2.86 0.69
C 0.28 1.53 -0.76

---

Q: What is the formula in the tenth record?
A: C5H8O